Entry 1:
Density functional theory data (ωB97M-V/def2-TZVPD) for a cluster of 5 separate species, C17H20Cl4N4 in total.

Cartesian coordinates (Å):
Cl -3.38597 2.39300 7.14470
H -3.58551 2.93293 -0.85687
H 0.54624 1.84831 3.00254
C -0.96382 -3.10298 1.38399
C -2.49697 0.07963 -2.05001
H -1.69157 1.84181 0.58826
Cl -4.53552 2.64493 4.48495
H -2.27689 -0.77957 -2.66401
C 0.39819 -3.04665 1.24574
H -2.50158 -2.90746 -0.03950
C 0.91017 1.69772 1.99970
H 1.13474 -3.21191 2.01462
C 0.84902 0.55585 1.24488
H 1.65001 -2.69850 -0.59168
C -3.05254 2.03284 -1.12722
H -0.78773 -2.58509 -1.80726
C 3.42810 0.53749 -2.66058
C 2.44338 -1.45644 -2.94298
C 3.64581 -1.66407 -2.32072
H 1.58013 0.40536 -3.58951
H 5.28590 -0.24774 -1.80462
Cl -1.68105 2.51442 4.81308
H 2.45906 2.43659 -0.79929
H 1.62255 0.15201 -0.67945
N 1.38644 0.84138 0.01524
C -3.24435 1.93638 5.44716
Cl -3.30393 0.17390 5.31241
H 1.68962 -2.17559 -3.21344
C -3.34090 1.16483 -2.20122
C -2.09332 1.45434 -0.33142
H 1.71148 3.74677 1.42971
C 0.68736 -2.83319 -0.13013
C -0.52344 -2.75582 -0.77554
C 1.77935 2.14697 -0.01469
N -1.73141 0.29010 -0.94080
H -4.04876 1.32410 -2.99494
H 4.08761 -2.61041 -2.05186
H 3.48922 1.60386 -2.79924
H 0.49918 -0.43449 1.48485
H -1.54628 -3.24656 2.27761
N -1.51628 -2.89100 0.15054
N 2.31477 -0.11104 -3.13973
C 1.46035 2.72789 1.18810
H -1.02032 -0.32252 -0.57799
C 4.26944 -0.40236 -2.12338

SMILES string: ClC(Cl)(Cl)Cl.c1cc[nH]c1.c1cc[nH]c1.c1cc[nH]c1.c1cc[nH]c1
Calculated total energy in a.u.: -2719.5294
LUMO energy in eV: 0.31
Kohn-Sham gap in eV: 8.4

Entry 2:
Density functional theory data (ωB97M-V/def2-TZVPD) for a cluster of 2 separate species, C17H20ClN3O8 in total.

Cartesian coordinates (Å):
C 3.55474 -0.45591 -0.48158
C 1.69986 -2.52561 -1.97153
H 3.24545 1.39082 1.28651
C 0.41680 -1.33741 -3.98153
Cl 2.08203 4.47208 1.68121
C -0.30260 -1.36491 -0.82637
O -4.97180 1.16478 5.72034
H 0.44858 -1.17005 -5.08986
H 4.99617 0.79465 -0.31784
H 2.82995 -1.01873 -4.99218
H -2.93637 -2.27213 1.20644
C 2.14482 1.55226 1.38666
H 3.85039 -2.17970 -4.01057
H -3.75171 -0.77465 1.77012
C -3.02499 0.66347 -0.27152
N -0.25904 0.46397 3.91578
H 1.04747 -3.44019 -1.84748
H -0.93865 -2.10247 -1.37382
C -2.77549 -1.16851 1.39993
H -1.93831 -1.11280 2.14380
H -0.49136 -1.89967 -3.64307
O -2.75225 1.44172 5.71067
H 1.69223 -3.11903 -4.07501
C -0.15139 0.43601 0.71035
H -2.28215 1.86387 4.97333
H -3.21211 1.59165 1.76382
C -3.62758 1.69165 0.72389
C 3.03353 -1.40584 -3.95310
H 0.44513 -0.33520 -3.46680
C -3.99103 1.58538 5.10939
O -3.90027 2.15232 3.97667
C 1.99986 -0.44736 -0.31196
O -3.18149 0.84648 -1.45755
N -2.31301 -0.57525 0.10674
H -4.73338 1.47606 0.79990
H 1.87783 1.63403 2.47041
C 1.13722 -1.42271 -1.02084
O 4.16447 0.74354 -0.82965
C 1.31410 0.51362 0.58467
H 2.72344 -2.81119 -1.61621
O -0.73613 1.34391 1.60337
C 1.86070 2.97070 0.72234
N -0.94015 -0.45740 0.01916
C 1.68780 -2.14176 -3.50567
O 4.21164 -1.45258 -0.36258
H -3.52051 2.76018 0.39867
O 1.48801 3.07108 -0.40461
C -0.50966 0.92442 2.89449
H 3.28921 -0.55754 -3.26730

Calculated total energy in a.u.: -1885.9603
LUMO energy in eV: -3.30
Kohn-Sham gap in eV: 3.4

Entry 3:
Density functional theory data (ωB97M-V/def2-TZVPD) for a structure of composition C17H20CoFN2O3Se2.

Cartesian coordinates (Å):
Co 0.17605 -0.51987 0.45927
H 1.16919 -0.65109 -2.28495
C 2.93110 0.34422 0.27555
C -2.79423 -0.79721 0.66187
C -1.68372 0.04564 0.58639
C -4.07430 -0.30951 0.86398
H -0.36319 -4.77334 1.34849
C 4.43586 -0.53748 -1.37676
H -1.08409 2.11378 0.69563
H 2.61397 -3.54691 3.37674
C 3.29880 -0.76567 -2.17153
H -3.35580 2.99507 1.00887
C 5.75871 -0.93851 -1.85484
H 2.21815 -4.47526 1.90805
H -2.67385 -1.86857 0.55795
H 0.60794 -2.16443 4.51565
C 0.54035 -3.44143 2.77088
C 4.21019 0.07940 -0.13241
C -0.35968 -3.70160 1.55826
C 2.05352 -0.47006 -1.68386
H 6.47350 -1.13625 0.07452
N 1.83026 0.02622 -0.44139
F -5.51093 1.55164 1.17464
Se 0.73065 -0.40713 2.77972
H -1.38166 -3.39893 1.79142
C 2.04884 -3.52227 2.43837
N 6.73818 -1.00170 -0.88652
H 7.60821 -1.41816 -1.17662
C 0.28148 -4.61766 3.74857
C -1.91653 1.41819 0.72459
H 5.03343 0.36679 0.50351
H -0.92160 -2.08721 3.60525
H -4.92223 -0.97688 0.93107
C -4.25187 1.05371 0.97953
O -1.05515 -4.76875 4.15271
Se 0.07734 -2.87596 -0.19592
H 3.42420 -1.19042 -3.15510
H 0.54517 -5.55763 3.25510
H 2.07752 -2.38711 0.88869
H -1.34067 -3.93783 4.54866
O 6.02431 -1.18057 -3.02470
O 2.58490 -2.46146 1.71690
H 2.75933 0.81153 1.23672
H 0.92611 -4.50084 4.63424
C -3.18849 1.93180 0.91050
C 0.16697 -2.15519 3.51279

Net charge: -1
Calculated total energy in a.u.: -7280.5843
LUMO energy (spin up / spin down) in eV: 1.67 / 1.60
Kohn-Sham gap (spin up / spin down) in eV: 5.1 / 5.2
2S+1: 4
Expectation value of S²: 3.77

Entry 4:
Density functional theory data (ωB97M-V/def2-TZVPD) for a structure of composition C17H20CoN7SSe.

Cartesian coordinates (Å):
C -4.02212 -2.35949 -0.35946
C 1.01077 2.41837 2.23461
N -0.17100 3.93704 -0.76693
H 3.12712 -2.68481 2.40435
H 2.27017 4.71202 1.23537
H 3.95822 -0.82666 -3.18285
H -2.04207 3.90202 -1.69905
C -0.99385 3.99235 -1.96843
N 0.70402 3.24705 1.07840
C -0.26648 2.99586 0.18366
H -0.71591 -2.01661 4.20007
H -0.71942 3.17593 -2.63468
H 0.19675 -3.45704 -2.57947
C 2.11578 -2.30417 2.38151
H 1.50769 3.03132 2.98178
C -2.42344 -3.65173 -1.57237
H -0.81935 4.94608 -2.45807
C 2.31169 -0.32808 -2.10530
N -1.84939 -1.46811 -0.77370
C 1.64559 -1.66615 1.24674
H 2.27763 -1.54035 0.37616
C -0.18247 -2.62704 -1.99503
C -0.01848 -1.93458 3.37834
C -1.52732 -2.60517 -1.43158
C 1.26797 -2.44223 3.46846
H -3.30214 -0.43128 0.25317
C 0.88847 4.77057 -0.48725
C -3.69086 -3.52675 -1.02643
H 0.08554 2.01717 2.63865
H -2.12524 -4.54403 -2.10507
H -5.00038 -2.21493 0.07512
C -0.40288 -1.30945 2.20556
H -1.39441 -0.88547 2.10119
N 3.53925 -0.12008 -2.60199
H 1.65864 1.59741 1.92940
H 1.60331 -2.93720 4.37013
N 0.52491 -1.57927 -1.78504
Co -0.27516 -0.22368 -0.69195
C -3.07082 -1.35785 -0.25694
Se -1.53405 1.61643 0.25272
H 1.14673 5.59780 -1.12299
C 1.43796 4.33771 0.66751
H 3.96245 0.78698 -2.53892
N 1.77064 -1.50971 -2.31217
H -4.41061 -4.32797 -1.12494
S 1.53882 0.97191 -1.23615
N 0.40771 -1.17411 1.15390

Net charge: +1
Calculated total energy in a.u.: -5225.3730
LUMO energy (spin up / spin down) in eV: -3.09 / -3.15
Kohn-Sham gap (spin up / spin down) in eV: 7.6 / 7.5
2S+1: 2
Expectation value of S²: 0.77

Entry 5:
Density functional theory data (ωB97M-V/def2-TZVPD) for an isolated molecule of C17H20N2O2.

Cartesian coordinates (Å):
H -2.06921 -0.35715 -0.93984
C -1.48846 -0.04261 1.73434
H 4.02751 -0.21616 1.49884
C 2.35376 -0.04519 0.16647
H -3.85571 -0.11432 0.46158
H -0.23911 1.65576 -2.35059
C 1.38819 -3.70053 0.08599
H 4.50236 2.21065 1.43803
C 3.41847 0.45026 0.90720
H -0.25706 -4.42127 -1.07703
H -0.14555 1.28398 0.98525
C 1.80866 -1.35959 -0.01991
H -1.43749 2.59131 -0.38514
C -2.95219 -0.10035 2.19624
H -0.84212 -0.13707 2.60971
N -1.14789 1.23407 1.12562
H -2.77475 1.87811 -2.48886
H 3.12269 3.71855 0.08933
C 2.89452 2.66312 0.10236
C -0.03967 -2.31508 -1.29424
H -3.02745 -0.75377 3.06781
H -0.87307 -2.21749 -1.97333
N 0.57471 0.11021 -1.24804
C 2.14425 -2.61330 0.47453
O -2.89649 0.97734 -2.16671
C 1.55709 0.83320 -0.60834
H -3.27393 0.90804 2.48833
C 3.67932 1.80521 0.86911
C 0.71136 -1.21591 -0.90038
C 0.31392 -3.55127 -0.78876
H -2.90300 1.80223 0.19370
H 2.97947 -2.72911 1.14857
H -1.29514 -0.91204 1.08521
C -1.85346 1.62740 -0.07180
H 1.62954 -4.68385 0.46090
C 1.82932 2.19492 -0.64252
O -3.82941 -0.66461 1.25259
C -1.84537 0.65858 -1.28086
H -0.62531 0.02819 -2.93814
C -0.49844 0.64018 -2.03721
H 1.23514 2.87940 -1.22999

SMILES string: OCCNC[C@@H](O)Cn1c2ccccc2c2ccccc21
Calculated total energy in a.u.: -919.7997
LUMO energy in eV: 0.55
Kohn-Sham gap in eV: 8.5

Entry 6:
Density functional theory data (ωB97M-V/def2-TZVPD) for an isolated molecule of C17H20N2O2S.

Cartesian coordinates (Å):
N -1.38153 -1.13031 0.17689
H -1.99096 -1.29871 2.14922
H -0.76361 -1.60222 -0.47623
H -2.77625 -2.81460 -1.49428
C -1.34755 -1.82983 1.44067
C 2.80368 -0.14869 -2.01441
C -3.42123 -2.22278 -0.83942
H 4.79612 -0.90878 -2.19101
H -2.45478 4.31264 -0.04714
H 1.79181 -2.53815 1.30548
O -4.57723 -1.94561 -1.59370
N 0.85391 0.35333 1.10064
C 3.11246 -0.45198 0.70542
C -1.41979 3.24248 1.49659
C 3.99600 -0.64360 -1.51806
C 0.63587 -0.44384 2.28285
C -1.22402 2.74570 -0.82702
S 0.25294 0.74119 -1.88172
H -3.30102 -0.39184 0.31826
H 2.65654 -0.02259 -3.07622
H 3.27292 -0.55110 1.76869
H -1.47178 2.93753 -1.86004
C -0.02193 1.39400 0.78707
H -5.14493 -1.35738 -1.08360
H -3.67827 -2.83057 0.04089
H -0.10055 0.04803 2.91486
C 0.08730 -1.86067 1.98316
H 5.07311 -1.15854 0.25929
C 4.14546 -0.78782 -0.15106
H -2.55938 -0.30654 -1.29010
H 0.06947 -2.39836 2.94928
C -1.77106 3.51156 0.18678
C -2.68674 -0.93995 -0.40701
O 0.86261 -2.57977 1.05381
H -1.81804 3.84263 2.30120
H 1.56026 -0.53934 2.86321
C -0.54577 2.21064 1.78916
C -0.36549 1.70094 -0.53113
C 1.76326 0.17038 -1.15803
C 1.88599 0.01455 0.22566
H -1.69279 -2.87471 1.37364
H -0.26468 2.04735 2.81874

SMILES string: OCCNC[C@@H](O)CN1c2ccccc2Sc2ccccc21
Calculated total energy in a.u.: -1317.9632
LUMO energy in eV: 0.66
Kohn-Sham gap in eV: 7.8

Number 2 is which compound?
C17H20ClN3O8